1.
Density functional theory data (ωB97M-V/def2-TZVPD) for a single C13H27BN4O7S molecule.

The lowest unoccupied orbital energy comes out at 0.3 eV. For the orbital gap, the calculation gives 9.85 eV. As for the HOMO energy: -9.554 eV. The SMILES is CCC[C@](OCN=C=S)(ON=O)[C@@H](O[C@](N)(CCCO)OCC)B(N)O. For the total energy, the calculation gives -45720.330 eV.

```
53
Properties=species:S:1:pos:R:3:lowdin_charge:R:1
C -2.0629 2.5685 -2.1150 -0.083
C -2.1002 1.0691 -1.7299 -0.215
C -0.8005 0.4263 -2.1750 -0.101
C -0.6762 -1.0909 -2.0236 -0.388
O 0.0502 -1.6388 -3.1059 -0.038
C 1.4323 -1.6342 -3.0097 -0.187
N 2.0177 -0.2652 -2.8534 0.079
C 2.2643 0.3965 -3.8653 -0.789
S 2.5887 1.3326 -5.0714 0.748
O -2.0138 -1.6765 -2.0896 -0.057
N -2.2768 -2.4673 -3.2495 0.026
O -2.9109 -3.3941 -2.9621 0.106
C -0.2157 -1.6420 -0.6687 -0.114
O 0.9154 -1.0008 -0.0869 -0.008
C 0.8307 0.0118 0.8789 -0.570
N 2.0192 0.8485 0.7025 0.149
C 0.8896 -0.6416 2.2805 -0.075
C 2.2699 -0.7740 2.9352 -0.161
C 2.7196 0.4177 3.7809 -0.256
O 3.7994 1.1296 3.1900 -0.075
O -0.2809 0.8466 0.7380 -0.089
C -0.2999 2.0166 1.5388 -0.224
C -1.7129 2.2342 2.1106 -0.035
B -1.4859 -2.0144 0.2634 -0.546
N -1.6051 -3.3939 0.7430 0.166
O -2.4393 -1.0804 0.6360 0.132
H -1.4242 2.7046 -2.9875 0.067
H -1.5992 3.1567 -1.3258 0.060
H -3.0457 2.9528 -2.3631 0.068
H -2.9551 0.6430 -2.2409 0.111
H -2.2397 1.0306 -0.6591 0.081
H 0.0548 0.9051 -1.7087 0.106
H -0.6971 0.6298 -3.2418 0.127
H 1.8015 -2.0693 -3.9327 0.135
H 1.8187 -2.2449 -2.1985 0.123
H 0.1439 -2.6379 -0.9348 0.148
H 1.8353 1.4558 -0.0912 0.095
H 2.7751 0.2580 0.3760 0.100
H 0.2380 -0.1046 2.9696 0.118
H 0.4884 -1.6524 2.2030 0.111
H 3.0585 -1.0568 2.2459 0.117
H 2.1808 -1.6122 3.6284 0.108
H 1.8724 1.0791 3.9651 0.105
H 3.0785 0.0739 4.7482 0.111
H 3.4455 1.9113 2.7692 0.066
H -0.0624 2.8822 0.9238 0.118
H 0.4037 1.9810 2.3624 0.098
H -1.6506 2.3802 3.1867 0.074
H -2.3226 1.3493 1.9628 0.063
H -2.2012 3.1001 1.6798 0.074
H -1.1574 -3.4697 1.6494 0.072
H -2.5787 -3.6574 0.8184 0.075
H -2.1768 -0.5724 1.4034 0.075
```

=====

2.
Density functional theory data (ωB97M-V/def2-TZVPD) for a molecular structure, C22H41BN6O3SSiZn.

The lowest unoccupied orbital energy (spin up / spin down) comes out at -1.6 / -1.5 eV. For the orbital gap (spin up / spin down), the calculation gives 6.50 / 6.64 eV. As for the HOMO energy (spin up / spin down): -8.122 / -8.114 eV. For the total energy, the calculation gives -106371.984 eV.

```
76
Properties=species:S:1:pos:R:3:lowdin_charge:R:1
H 0.9649 3.3072 0.2222 0.104
N 0.5394 1.7642 -1.1503 -0.022
B 0.1630 0.3433 -3.2131 -0.491
N 0.5396 1.6752 -2.5055 -0.027
C 0.9002 2.8703 -3.0410 -0.069
Zn 0.0000 0.0000 0.0000 0.254
H 0.9575 2.9940 -4.1219 0.121
C 1.1416 3.7630 -1.9967 -0.061
H 1.4485 4.8051 -2.0724 0.094
C 0.9000 3.0165 -0.8261 -0.132
H 0.2251 0.4755 -4.4135 0.118
C -0.5192 -1.7018 1.0503 -0.117
H -0.4946 -1.5454 2.1405 -0.025
H 0.1815 -2.5155 0.7897 0.021
H -1.5383 -2.0114 0.7563 0.020
N -1.2779 -0.0529 -2.7891 -0.024
N 1.1462 -0.7633 -2.7420 -0.025
N -1.5827 -0.2459 -1.4803 -0.003
N 1.2516 -1.0765 -1.4253 -0.007
C -2.3882 -0.2387 -3.5491 -0.065
C 2.0070 -1.5268 -3.4637 -0.066
H -2.3397 -0.1252 -4.6317 0.123
H 2.0662 -1.4165 -4.5460 0.122
C -3.4481 -0.5637 -2.7027 -0.059
C 2.6930 -2.3636 -2.5834 -0.059
C -2.8882 -0.5532 -1.4096 -0.128
C 2.1813 -2.0388 -1.3111 -0.134
H -4.4794 -0.7752 -2.9818 0.095
H 3.4562 -3.1008 -2.8276 0.095
H -3.3499 -0.7450 -0.4410 0.100
H 2.4315 -2.4394 -0.3286 0.105
H -0.8882 0.7851 1.0244 0.111
C 2.3132 3.6017 4.9676 -0.024
C 2.6102 2.1708 4.5043 -0.768
C 3.4341 2.2344 3.2014 -0.084
C 3.4552 1.4519 5.5679 -0.028
O 1.4965 1.5506 4.3271 -0.086
Si 0.5941 0.5239 3.4689 0.075
S 1.6236 0.2815 1.5050 0.501
O 0.4850 -0.8838 4.2545 -0.116
C 0.8875 -1.8269 5.0216 -0.761
C 2.1491 -2.4580 4.4204 -0.013
C 1.1530 -1.2879 6.4363 -0.007
C -0.2072 -2.9083 5.1357 -0.028
O -0.9404 1.0764 3.3319 -0.107
C -2.2075 0.9527 3.5914 -0.743
C -3.0163 0.5719 2.3289 -0.051
C -2.4517 -0.1480 4.6386 -0.025
C -2.7587 2.2819 4.1248 -0.023
H 3.2616 4.1579 5.1353 0.091
H 1.7411 3.5878 5.9189 0.092
H 1.7171 4.1408 4.2012 0.094
H 4.3764 2.8020 3.3562 0.092
H 3.7311 1.2149 2.8741 0.052
H 2.8586 2.7346 2.3921 0.069
H 2.9304 1.4436 6.5449 0.089
H 3.6726 0.4089 5.2500 0.083
H 4.4292 1.9662 5.7122 0.094
H 2.9517 -1.6991 4.3158 0.084
H 2.5196 -3.2839 5.0646 0.093
H 1.9246 -2.8690 3.4112 0.093
H 0.2345 -0.8257 6.8603 0.096
H 1.4821 -2.1036 7.1146 0.096
H 1.9419 -0.5278 6.4240 0.054
H -1.1181 -2.5070 5.6265 0.078
H -0.4836 -3.3051 4.1361 0.090
H 0.1452 -3.7541 5.7655 0.092
H -2.6831 -0.4004 1.9257 0.053
H -4.0969 0.4585 2.5675 0.097
H -2.9378 1.3498 1.5408 0.088
H -1.9048 0.0663 5.5803 0.097
H -3.5356 -0.2388 4.8756 0.098
H -2.1301 -1.1240 4.2270 0.075
H -2.2416 2.5771 5.0603 0.094
H -2.6286 3.0844 3.3676 0.094
H -3.8484 2.1884 4.3397 0.093
```

=====

3.
Density functional theory data (ωB97M-V/def2-TZVPD) for a molecular structure, C22H40IrN3O7P2S.

Its spin multiplicity is 2. Its net charge is +1. The lowest unoccupied orbital energy (spin up / spin down) comes out at -5.0 / -4.8 eV. For the orbital gap (spin up / spin down), the calculation gives 5.27 / 5.41 eV. As for the HOMO energy (spin up / spin down): -10.231 / -10.218 eV. For the total energy, the calculation gives -74514.337 eV.

```
76
Properties=species:S:1:pos:R:3:lowdin_charge:R:1
Ir 0.8188 1.1780 -2.0816 1.272
N 2.9854 3.7930 -4.9834 0.097
C 2.3191 3.3487 -3.9143 -0.859
S 3.1084 2.2242 -2.8550 0.658
N 1.1479 3.8730 -3.6599 -0.045
N 0.3743 3.4009 -2.6997 -0.086
C -0.5085 4.2342 -2.2187 -0.033
C -1.4052 4.0268 -1.1487 -0.130
C -2.1820 5.1212 -0.7219 -0.038
C -3.0745 5.0169 0.3143 -0.076
C -3.2485 3.7846 0.9692 -0.058
C -2.5231 2.6972 0.5882 -0.022
C -1.5698 2.7510 -0.4802 -0.348
O -0.9841 1.6912 -0.8203 -0.176
H 3.9441 3.5293 -5.1361 0.096
H 2.5571 4.4840 -5.5793 0.116
H -0.5270 5.2251 -2.6743 0.146
H -2.0633 6.0651 -1.2356 0.117
H -3.6653 5.8674 0.6148 0.105
H -3.9683 3.6956 1.7697 0.113
H -2.6614 1.7297 1.0448 0.096
C 2.7415 -3.1631 -0.3425 -0.017
C 2.7421 -1.6443 -0.2922 -0.437
C 4.1295 -1.0446 -0.4618 -0.029
O 2.2002 -1.2632 1.0001 -0.178
P 1.4580 0.1281 1.1623 0.503
O 1.6712 1.0438 0.0186 -0.366
C -0.2772 -0.2849 1.5372 -0.168
P -0.9715 -1.1517 0.0892 0.511
O -0.3250 -0.9081 -1.2079 -0.307
O -0.8830 -2.7216 0.3214 -0.172
C -1.4617 -3.4496 1.4179 -0.440
C -0.3306 -4.0597 2.2380 -0.028
C -2.3518 -4.5480 0.8495 -0.026
O -2.4985 -0.7382 0.2851 -0.194
C -3.5229 -1.0507 -0.6794 -0.428
C -4.7869 -1.4217 0.0873 -0.028
C -3.7580 0.1590 -1.5736 -0.027
O 1.9989 0.9069 2.4161 -0.146
C 2.6550 0.4498 3.6020 -0.418
C 4.0586 -0.0308 3.2718 -0.032
C 1.8253 -0.6028 4.3152 -0.040
H 3.1918 -3.4907 -1.2748 0.092
H 1.7219 -3.5343 -0.2898 0.070
H 3.3150 -3.5739 0.4850 0.093
H 2.0761 -1.2483 -1.0707 0.095
H 4.7990 -1.4092 0.3136 0.087
H 4.0759 0.0406 -0.4004 0.069
H 4.5285 -1.3255 -1.4330 0.093
H -0.8229 0.6413 1.6812 0.071
H -0.3480 -0.8912 2.4352 0.073
H -2.0554 -2.7598 2.0327 0.139
H 0.1981 -4.7940 1.6346 0.090
H -0.7272 -4.5535 3.1211 0.092
H 0.3771 -3.2964 2.5503 0.061
H -1.7611 -5.1826 0.1938 0.093
H -3.1802 -4.1362 0.2805 0.068
H -2.7534 -5.1479 1.6611 0.093
H -3.1780 -1.9001 -1.2819 0.143
H -5.0990 -0.5868 0.7101 0.090
H -4.6266 -2.2857 0.7271 0.069
H -5.5784 -1.6521 -0.6207 0.092
H -4.0883 1.0049 -0.9733 0.082
H -4.5210 -0.0641 -2.3149 0.093
H -2.8319 0.4231 -2.0765 0.071
H 2.7097 1.3577 4.2149 0.152
H 4.0177 -0.9737 2.7357 0.069
H 4.6337 -0.1662 4.1823 0.092
H 4.5558 0.7066 2.6472 0.093
H 1.7611 -1.5014 3.7059 0.067
H 0.8254 -0.2237 4.5139 0.086
H 2.2926 -0.8546 5.2619 0.094
C 0.8250 -0.0945 -3.9077 -0.156
H 0.3854 0.4848 -4.7182 0.011
H 0.2434 -0.9883 -3.7284 0.000
H 1.8508 -0.3657 -4.1440 -0.009
```

=====

4.
Density functional theory data (ωB97M-V/def2-TZVPD) for 2 unconnected molecules or ions with the total composition CH2FNS.

The lowest unoccupied orbital energy comes out at 0.5 eV. For the orbital gap, the calculation gives 10.36 eV. As for the HOMO energy: -9.901 eV. The SMILES is N=C=S.F. For the total energy, the calculation gives -16111.681 eV.

```
6
Properties=species:S:1:pos:R:3:lowdin_charge:R:1
C -1.2433 -0.6524 -0.2009 -0.867
N -0.3117 -1.3969 -0.1967 0.134
F 0.3557 1.7745 0.0046 -0.152
S -2.3433 0.3988 0.1188 0.729
H -0.5607 1.9086 0.2956 0.019
H -0.0368 -2.3963 -0.4186 0.136
```

=====

5.
Density functional theory data (ωB97M-V/def2-TZVPD) for a molecular structure, C43H44CaClI2N7OP.

Its net charge is +1. The lowest unoccupied orbital energy comes out at -2.2 eV. For the orbital gap, the calculation gives 7.13 eV. As for the HOMO energy: -9.299 eV. For the total energy, the calculation gives -114234.584 eV.

```
100
Properties=species:S:1:pos:R:3:lowdin_charge:R:1
Ca 0.9925 -0.3620 0.0731 1.081
I -1.5812 -2.1374 -0.6536 1.092
C -3.4875 -1.4238 -0.1440 -0.597
C -4.2736 -2.4058 0.3978 -0.184
C -5.6423 -2.2078 0.6444 -0.067
C -6.2068 -1.0285 0.2711 -0.024
C -5.4227 0.0088 -0.2926 -0.157
C -6.0964 1.1802 -0.7131 -0.017
C -5.4137 2.2139 -1.2760 -0.042
C -4.0146 2.1321 -1.3408 -0.088
C -3.2958 1.0356 -0.9201 -0.294
P -1.4807 1.3885 -0.7768 1.025
C -1.0509 1.9586 -2.4469 -0.388
C 0.0541 2.7899 -2.6252 -0.110
C 0.4527 3.1635 -3.8986 -0.088
C -0.2256 2.6843 -5.0111 -0.071
C -1.3086 1.8345 -4.8440 -0.076
C -1.7249 1.4769 -3.5689 -0.104
C -1.4988 2.8979 0.2519 -0.368
C -1.4862 4.1999 -0.2449 -0.088
C -1.5035 5.2813 0.6230 -0.061
C -1.5480 5.0770 1.9955 -0.072
C -1.5666 3.7849 2.4994 -0.081
C -1.5278 2.7049 1.6306 -0.115
C -4.0103 -0.1244 -0.4521 -0.184
H -3.8447 -3.3773 0.6113 0.080
H -6.2334 -3.0032 1.0787 0.113
H -7.2697 -0.8545 0.3882 0.119
H -7.1716 1.2208 -0.5857 0.120
H -5.9209 3.1041 -1.6239 0.115
H -3.4775 2.9953 -1.7110 0.105
H 0.6070 3.1628 -1.7721 0.100
H 1.3023 3.8238 -4.0177 0.084
H 0.0900 2.9735 -6.0059 0.109
H -1.8426 1.4554 -5.7070 0.108
H -2.5820 0.8252 -3.4551 0.106
H -1.4462 4.3762 -1.3128 0.102
H -1.4815 6.2883 0.2258 0.110
H -1.5636 5.9240 2.6701 0.108
H -1.6007 3.6171 3.5695 0.108
H -1.5262 1.6973 2.0340 0.078
C 0.9281 -0.9597 -3.2817 -0.050
N 1.3680 -2.3337 -3.2436 -0.097
C 1.0543 -3.2472 -4.3218 -0.117
C 1.9120 -4.4407 -3.9457 -0.125
N 2.0008 -4.3235 -2.4903 -0.078
C 2.9119 -5.2672 -1.8615 -0.044
C 1.7740 -3.0063 -2.1277 -0.365
N 1.8229 -2.4173 -0.9660 -0.037
C 2.4724 -3.0693 0.1704 -0.237
C 2.5814 -2.1177 1.3663 -0.258
N 1.2832 -1.8378 1.9691 -0.023
C 0.9444 -2.3082 3.1209 -0.348
N -0.2624 -1.9849 3.7032 -0.099
C -1.1094 -0.9172 3.2427 -0.054
C -0.2419 -2.3130 5.1150 -0.123
C 0.7934 -3.4223 5.1540 -0.123
N 1.6293 -3.1340 3.9884 -0.074
C 2.5268 -4.2029 3.5622 -0.030
H 1.0857 -0.5734 -4.2891 0.102
H 1.5427 -0.3436 -2.6277 0.052
H -0.1342 -0.8523 -3.0414 0.036
H 1.3276 -2.8188 -5.2842 0.128
H -0.0133 -3.4952 -4.3409 0.129
H 2.9079 -4.3719 -4.3984 0.132
H 1.4679 -5.3948 -4.2203 0.126
H 2.8111 -6.2134 -2.3904 0.093
H 2.6584 -5.4520 -0.8255 0.072
H 3.9585 -4.9534 -1.9338 0.100
H 3.4842 -3.3983 -0.0755 0.119
H 1.9018 -3.9404 0.5074 0.101
H 3.0369 -1.1711 1.0212 0.101
H 3.3254 -2.4832 2.0699 0.102
H -0.9658 -0.7736 2.1756 0.026
H -0.9082 0.0268 3.7644 0.082
H -2.1567 -1.1790 3.3984 0.101
H -1.2209 -2.6425 5.4605 0.128
H 0.0648 -1.4471 5.7148 0.129
H 0.3230 -4.4047 5.0435 0.127
H 1.3819 -3.4166 6.0694 0.129
H 2.3596 -5.0674 4.2026 0.093
H 3.5768 -3.9250 3.6546 0.092
H 2.3252 -4.5110 2.5377 0.080
Cl 4.2116 6.0940 0.9337 0.697
C 3.6685 4.5488 0.3546 -0.614
C 3.9718 4.1547 -0.9139 -0.169
C 3.5310 2.9108 -1.4141 -0.652
I 4.1155 2.3294 -3.3148 0.954
C 2.7549 2.0505 -0.6560 -0.488
O 2.2754 0.9263 -1.0717 -0.342
C 2.4860 2.4550 0.7070 -0.148
N 1.8090 1.5581 1.4802 0.040
C 1.5850 1.8610 2.7382 -0.142
C 1.9766 3.0728 3.3307 -0.041
C 2.6399 3.9907 2.5649 -0.008
C 2.9307 3.6919 1.2178 -0.166
H 4.5623 4.8025 -1.5489 0.095
H 1.0702 1.1104 3.3315 0.094
H 1.7502 3.2582 4.3718 0.110
H 2.9609 4.9378 2.9778 0.095
```

=====

6.
Density functional theory data (ωB97M-V/def2-TZVPD) for 2 unconnected molecules or ions with the total composition C26H25BrCl2FN2O10PS.

The lowest unoccupied orbital energy comes out at -2.4 eV. For the orbital gap, the calculation gives 7.09 eV. As for the HOMO energy: -9.485 eV. The SMILES is CS(=O)(=O)c1c(OC#N)cc2c(c1COCOCCO)C(=O)c1c(cc(OC#N)c(P(O)Br)c1CCCF)C2=O.ClCCCl. For the total energy, the calculation gives -168733.745 eV.

```
69
Properties=species:S:1:pos:R:3:lowdin_charge:R:1
C -1.5434 -1.3575 5.9977 -0.155
S -1.0204 -2.0616 4.3693 0.740
O -0.1421 -3.2733 4.6882 -0.370
O -2.2930 -2.6046 3.7121 -0.381
C -0.0727 -0.9000 3.2892 -0.082
C 0.5436 0.4630 3.8149 -0.121
O 0.4457 0.8853 5.2083 -0.040
C -0.4932 1.9476 5.3034 -0.239
N -1.1594 2.9141 5.5822 0.167
C 1.3230 1.4670 2.8780 0.095
C 1.5532 1.1715 1.3698 0.003
C 0.9778 -0.1900 0.8217 0.046
C 0.1879 -1.1997 1.7538 0.024
C -0.3066 -2.5529 1.0232 -0.152
O 0.8234 -3.4643 0.9943 -0.120
C 0.6305 -4.4999 -0.0119 -0.211
O 0.0994 -5.7001 0.5919 -0.129
C -1.2009 -6.0658 0.0617 -0.177
C -2.1582 -6.3552 1.3579 -0.211
O -1.4929 -7.1919 2.3304 -0.097
C 1.2452 -0.4672 -0.7475 -0.224
O 1.5885 -1.5807 -1.2295 0.063
C 1.0873 0.8393 -1.6972 0.030
C 1.6349 2.2214 -1.1378 -0.007
C 1.5062 3.5685 -1.9404 0.026
C 0.7992 3.5150 -3.3559 -0.160
O 0.6633 4.7782 -4.0337 -0.062
C 1.6658 4.9582 -5.0224 -0.215
N 2.3798 4.9582 -6.0083 0.165
C 0.2763 2.1333 -3.9400 -0.244
P -0.5819 2.0699 -5.6435 0.622
O -0.9100 3.6468 -6.2256 -0.387
Br -2.6731 1.1903 -5.2314 0.296
C 0.4148 0.7737 -3.1282 -0.081
C -0.1082 -0.6469 -3.7249 -0.184
C -1.4220 -1.1272 -2.9181 -0.192
C -2.3912 -2.0993 -3.7562 -0.183
F -3.6671 -2.1311 -3.0576 -0.121
C 2.3027 2.1631 0.3388 -0.242
O 3.3386 2.8231 0.6208 0.036
H -0.7029 -1.3340 6.7941 0.099
H -2.4504 -1.9565 6.4012 0.104
H -1.9464 -0.2801 5.8319 0.073
H 1.7331 2.4539 3.3102 0.132
H -1.2236 -3.0320 1.5116 0.120
H -0.6360 -2.2598 -0.0530 0.108
H 0.0667 -4.1349 -0.9393 0.132
H 1.7005 -4.7686 -0.3747 0.157
H -1.1265 -7.0497 -0.5522 0.137
H -1.7306 -5.2435 -0.5339 0.122
H -3.1480 -6.7857 0.9635 0.129
H -2.3425 -5.3172 1.8405 0.120
H -0.8305 -6.6521 2.8229 0.101
H 1.9127 4.5678 -1.4981 0.031
H -1.3466 4.1263 -5.4709 0.059
H 0.7707 -1.3893 -3.5905 0.122
H -0.2710 -0.5918 -4.8735 0.086
H -2.0187 -0.2274 -2.5332 0.111
H -1.0377 -1.7520 -2.0198 0.088
H -2.5871 -1.7594 -4.8318 0.087
H -1.9651 -3.1771 -3.7990 0.130
Cl 4.0389 6.0106 0.3537 0.573
C 2.7688 7.1428 0.8795 -0.650
C 1.5262 6.4224 1.3643 -0.620
Cl 0.6657 5.6015 0.0365 0.635
H 2.5461 7.8127 0.0469 0.071
H 3.1920 7.7379 1.6917 0.074
H 0.8273 7.1404 1.7982 0.075
H 1.7640 5.6768 2.1253 0.069
```